C3INS | ωB97M-V/def2-TZVPD

Each line ends with the natural charge from an NBO analysis.
Geometry (Å):
I1 -3.6256 -0.0180 -0.0124  0.342
S1 2.4377 0.1520 -0.0655  0.187
C1 0.7311 0.1301 -0.0027  0.021
N1 1.0044 -1.0853 -0.0086  -0.295
C2 -1.6206 0.0902 0.0173  -0.116
C3 -0.5417 0.6552 0.0185  -0.139

Strongest force on any atom ... 2.58 eV/A
SMILES ... IC#CC1=NS1
E ... -864.76893 Eh
Energy above the lowest of the compared OMol25 structures with the same formula, charge and spin ... 89.73 kJ/mol
Spin multiplicity ... 1
E_HOMO ... -8.6 eV
LUMO ... -0.57 eV


C3N2O | ωB97M-V/def2-TZVPD

Each line ends with the natural charge from an NBO analysis.
Geometry (Å):
C1 -0.3828 -0.6962 -0.0520  0.580
O1 -0.5989 -1.8483 -0.0285  -0.353
C2 -1.1223 0.5021 -0.0540  0.117
N1 2.4677 0.2901 -0.0818  -0.331
C3 1.4090 -0.0975 0.0779  0.103
N2 -1.6410 1.5243 -0.0023  -0.115

Strongest force on any atom ... 5.01 eV/A
SMILES ... N#CC(=O)C#N
E ... -298.96136 Eh
Energy above the lowest of the compared OMol25 structures with the same formula, charge and spin ... 145.17 kJ/mol
Spin multiplicity ... 1
E_HOMO ... -12.5 eV
LUMO ... -2.21 eV


C3N6O6 | ωB97M-V/def2-TZVPD

Each line ends with the natural charge from an NBO analysis.
Geometry (Å):
C1 -2.1776 2.1681 1.4866  1.033
N1 1.7595 1.3232 -2.2029  -0.203
O1 -1.7278 2.7768 2.3333  -0.594
N2 2.5783 0.0247 -0.6929  -0.350
O2 -3.0732 1.9044 0.8043  -0.601
N3 2.8486 0.9532 -1.5913  -0.191
O3 -0.8205 0.9645 0.8992  -0.443
O4 -0.3322 -3.0497 0.7557  -0.516
C2 1.2215 -0.1707 -0.7858  0.121
O5 1.0291 -2.9545 -0.8913  -0.542
N4 -0.9060 -0.2552 0.6469  0.534
N5 0.7422 0.6578 -1.6918  -0.350
N6 0.3289 -2.3740 -0.0257  0.435
C3 0.4117 -1.0455 -0.0016  0.048
O6 -1.8823 -0.9231 0.9573  -0.382

Total charge ... -2
Strongest force on any atom ... 5.05 eV/A
E ... -894.10539 Eh
Energy above the lowest of the compared OMol25 structures with the same formula, charge and spin ... 71.42 kJ/mol
Spin multiplicity ... 1
E_HOMO ... -1.1 eV
LUMO ... 5.62 eV


C3NO2S | ωB97M-V/def2-TZVPD

Each line ends with the natural charge from an NBO analysis.
Geometry (Å):
N1 -2.1167 -0.2053 -1.2248  -0.398
O1 2.0951 0.4313 -0.6716  -0.588
S1 -0.7095 1.2531 1.9808  -0.113
O2 1.1579 -1.5781 -0.1727  -0.610
C1 1.4865 -0.4465 -0.2332  1.013
C2 -0.4581 0.3856 0.6150  -0.477
C3 -1.4552 0.1599 -0.2936  0.173

Total charge ... -1
Strongest force on any atom ... 5.56 eV/A
E ... -717.75846 Eh
Energy above the lowest of the compared OMol25 structures with the same formula, charge and spin ... 87.22 kJ/mol
Spin multiplicity ... 1
E_HOMO (alpha / beta) ... -3.3 / -3.3 eV
LUMO (alpha / beta) ... 3.38 / 3.38 eV


Which value of energy above the lowest of the compared OMol25 structures with the same formula, charge and spin does entry 3 give?
71.42 kJ/mol


Look up the energy above the lowest of the compared OMol25 structures with the same formula, charge and spin of the third one.
71.42 kJ/mol